Record 1
{"formula": "C4H12N3", "method": "wB97M-V/def2-TZVPD", "species": ["C", "C", "C", "N", "C", "N", "N", "H", "H", "H", "H", "H", "H", "H", "H", "H", "H", "H", "H"], "xyz": [[-1.72854, -0.67350, 1.17316], [-1.11181, 0.62073, 0.69309], [0.38888, 0.53873, 0.30602], [2.76486, 1.13787, -1.11231], [1.59427, 0.93017, -1.71226], [0.49352, 0.56240, -1.12413], [-1.31066, -1.78944, 0.20802], [-2.81216, -0.57936, 1.17502], [-1.47231, -1.02271, 2.19316], [-1.20167, 1.37612, 1.48203], [-1.67456, 0.90410, -0.19127], [0.69004, -0.51153, 0.62803], [0.98543, 1.24326, 0.93684], [3.61382, 1.30650, -1.64083], [2.87723, 1.04187, -0.09900], [1.56101, 0.93332, -2.80437], [-0.47898, -1.47185, -0.32184], [-2.10036, -1.89556, -0.51191], [-1.07799, -2.65114, 0.72254]], "smiles": "N/C=N\\CCC[NH3+]", "charge": 1, "spin_multiplicity": 1, "relative_energy_ev": 1.7052, "gap_ev": 9.113}

Record 2
{"formula": "C4H12N3O", "method": "wB97M-V/def2-TZVPD", "species": ["C", "N", "C", "O", "H", "H", "H", "H", "H", "C", "C", "N", "N", "H", "H", "H", "H", "H", "H", "H"], "xyz": [[1.51415, 2.30565, 0.21347], [0.90799, 2.51587, -0.95135], [0.43525, 1.46019, -1.82449], [1.74260, 1.20688, 0.72021], [1.82467, 3.21400, 0.73492], [0.90193, 3.47015, -1.27388], [0.07073, 0.63328, -1.21962], [1.22677, 1.09590, -2.48289], [-0.38882, 1.83423, -2.42748], [-1.54142, -1.68750, 0.80956], [-0.24923, -1.76239, 0.49967], [0.74742, -1.14846, 1.38494], [-2.57434, -2.24888, 0.13121], [-1.82271, -1.18199, 1.72943], [0.12024, -2.24224, -0.39177], [1.04900, -0.18143, 1.06202], [0.38318, -1.07816, 2.33973], [1.58998, -1.72451, 1.43281], [-2.44178, -2.58269, -0.80823], [-3.49561, -1.89791, 0.32173]], "charge": 1, "spin_multiplicity": 1, "relative_energy_ev": 0.7558, "gap_ev": 9.980}

Record 3
{"formula": "C4H12N3O", "method": "wB97M-V/def2-TZVPD", "species": ["C", "C", "C", "C", "N", "N", "N", "O", "H", "H", "H", "H", "H", "H", "H", "H", "H", "H", "H", "H"], "xyz": [[-1.02767, 0.14395, 0.80365], [0.12659, -0.54188, 0.67720], [0.34772, -1.96125, 1.15841], [-1.12944, 1.51312, 0.00605], [3.00664, -1.52301, -0.95693], [-2.32179, 2.01066, -0.14119], [-2.68383, 3.11605, -0.85836], [1.18098, 0.03421, 0.10900], [-1.72618, -0.22783, 1.50968], [0.21658, -2.67178, 0.28100], [-0.38356, -2.10494, 1.95842], [1.43534, -2.01622, 1.51973], [-0.19586, 1.91848, -0.11447], [3.72741, -0.82102, -0.79164], [3.27902, -2.39748, -0.64888], [-3.02027, 1.31379, -0.00052], [-1.82881, 3.57276, -1.18527], [-3.50247, 3.13076, -1.51826], [2.71386, -1.75380, -1.82348], [1.78574, -0.73456, 0.01588]], "charge": 1, "spin_multiplicity": 3, "s2": 2.01, "relative_energy_ev": 0.1971, "gap_ev": [7.440, 6.315]}

Record 4
{"formula": "C4H12N3O3S", "method": "wB97M-V/def2-TZVPD", "species": ["C", "C", "C", "C", "N", "N", "N", "O", "O", "O", "S", "H", "H", "H", "H", "H", "H", "H", "H", "H", "H", "H", "H"], "xyz": [[-0.28100, 0.40187, 2.46609], [-0.06821, 0.52611, -2.07381], [-0.60464, 0.35154, 0.95539], [0.87560, 0.89161, -0.93408], [0.78096, -1.95652, 1.34962], [0.63519, 0.08673, 0.23962], [1.07983, -1.22974, 0.14196], [-1.18139, -3.18066, -0.26087], [-1.01075, -2.37299, -2.57565], [0.83211, -3.72471, -1.61573], [-0.29901, -2.77126, -1.35935], [0.66363, -0.17113, 2.58656], [0.00411, 1.32309, 2.76025], [-1.12602, 0.14015, 3.16578], [0.06052, -0.50753, -2.54895], [-1.09017, 0.64689, -1.78967], [0.02276, 1.21943, -2.88353], [-1.36342, -0.34969, 0.84399], [-1.03020, 1.48185, 0.72597], [1.83683, 0.77074, -1.37951], [0.78534, 1.93683, -0.57609], [1.42974, -2.79177, 1.36239], [-0.10275, -2.34956, 1.22462]], "charge": -1, "spin_multiplicity": 1, "relative_energy_ev": 1.4893, "gap_ev": [7.216, 6.886]}

Record 5
{"formula": "C4H12N4", "method": "wB97M-V/def2-TZVPD", "species": ["C", "C", "C", "C", "H", "H", "H", "H", "H", "H", "H", "H", "N", "N", "N", "N", "H", "H", "H", "H"], "xyz": [[-1.35757, 0.24925, -1.74213], [-1.25833, 1.20073, 0.59951], [-1.21730, -0.01565, -0.27538], [-1.07256, -1.24675, 0.21753], [-1.39347, -0.67695, -2.31174], [-0.51201, 0.84450, -2.09380], [-2.26563, 0.81743, -1.94321], [-2.17093, 1.76950, 0.42095], [-1.21694, 0.93185, 1.65345], [-0.41194, 1.84967, 0.36708], [-1.06245, -2.11694, -0.42025], [-1.06227, -1.43763, 1.27909], [1.78620, -0.57713, 0.62746], [1.95417, -0.51099, 2.00887], [1.85361, 0.51598, -0.14096], [1.90949, 0.43590, -1.36263], [1.68304, -1.51431, 0.22436], [1.20965, 0.05632, 2.41575], [2.83931, -0.05619, 2.22784], [1.76590, -0.51860, -1.75179]], "smiles": "[H]/N=N\\NN.C=C(C)C", "spin_multiplicity": 1, "relative_energy_ev": 3.5219, "gap_ev": 10.013}

Record 6
{"formula": "C4H12N4", "method": "wB97M-V/def2-TZVPD", "species": ["C", "C", "C", "C", "H", "H", "H", "H", "H", "H", "H", "H", "H", "H", "H", "H", "N", "N", "N", "N"], "xyz": [[-1.41061, 0.87737, 1.76243], [-0.21864, 0.39015, -1.00354], [-1.01339, 0.25659, -2.29911], [1.95921, -2.13851, 0.33192], [-1.79537, -0.05317, 0.81105], [-2.43644, 1.59166, 1.86101], [-1.36895, 0.34030, 2.80362], [0.76767, 1.36260, 1.65181], [-0.94137, 2.32125, -0.46825], [-0.79691, -0.81955, -2.71608], [-2.14696, 0.18140, -1.97016], [-0.86602, 1.19515, -2.85977], [2.41814, -0.05001, 0.27855], [1.07807, -2.75265, 0.83201], [2.84494, -2.35336, 1.13334], [2.32417, -2.43667, -0.71367], [-0.19951, 1.66299, 1.27228], [-0.25400, 1.68424, -0.10642], [0.57247, -0.60103, -0.90140], [1.48349, -0.65876, 0.30036]], "spin_multiplicity": 1, "relative_energy_ev": 6.0866, "gap_ev": 9.129}

Record 7
{"formula": "C4H12N4", "method": "wB97M-V/def2-TZVPD", "species": ["N", "C", "C", "C", "H", "H", "H", "H", "H", "H", "H", "N", "C", "N", "N", "H", "H", "H", "H", "H"], "xyz": [[-2.49896, 0.60735, -0.42808], [-1.59963, 1.50548, 0.30896], [-1.25973, 1.56554, 2.78543], [-2.04088, 1.71115, 1.71847], [-2.04889, 0.33663, -1.28978], [-3.33641, 1.10159, -0.68856], [-1.50015, 2.49526, -0.16019], [-0.59010, 1.09017, 0.28569], [-1.56224, 1.90777, 3.76258], [-0.26646, 1.15813, 2.63031], [-3.07755, 1.97863, 1.91287], [2.98764, -1.91621, -0.34324], [2.26007, -1.57687, -1.48216], [1.10243, -2.31213, -1.59104], [2.55224, -0.70775, -2.36137], [3.60869, -1.21960, 0.02787], [2.51724, -2.43642, 0.36536], [0.71280, -2.78737, -0.80718], [0.52597, -2.10079, -2.37841], [3.51391, -0.40057, -2.26753]], "smiles": "N=C(N)N.C=CCN", "spin_multiplicity": 1, "relative_energy_ev": 0.9281, "gap_ev": 9.644}

Record 8
{"formula": "C4H12N4", "method": "wB97M-V/def2-TZVPD", "species": ["C", "C", "N", "C", "N", "N", "N", "C", "H", "H", "H", "H", "H", "H", "H", "H", "H", "H", "H", "H"], "xyz": [[-0.51441, 1.06787, -1.55803], [0.30624, -1.55426, 2.45926], [-0.32926, 1.06081, -0.23344], [-0.48592, -0.08849, 0.56105], [-0.85387, 0.00144, -2.29712], [1.83918, 1.75165, -1.26622], [-1.65611, -0.83878, 0.30612], [0.41157, -0.39914, 1.50788], [0.81707, 1.56082, -0.28203], [-0.49370, 2.02334, -2.05455], [-0.93223, -0.90071, -1.85004], [-0.79099, 0.05233, -3.29827], [2.41064, 2.51085, -1.63296], [2.44278, 0.92983, -1.28238], [-2.47709, -0.25770, 0.18533], [-1.82589, -1.57019, 0.98199], [1.28357, 0.23525, 1.58510], [0.69379, -2.48505, 2.03016], [0.88045, -1.35668, 3.36568], [-0.72582, -1.74320, 2.77246]], "spin_multiplicity": 1, "relative_energy_ev": 2.5741, "gap_ev": [8.057, 8.057]}